(1)
C13H22NO2 | the ωB97M-V functional and the def2-TZVPD basis

The strongest force on any atom comes out at 0.0150 hartree/bohr. As for the SMILES: CC[NH+](CC)CCOc1ccccc1OC. The energy comes out at -713.5387 Eh. The gap between HOMO and LUMO comes out at 9.515 eV. As for the HOMO energy: -11.69 eV. The energy above the lowest of the compared OMol25 structures with the same formula, charge and spin is 16.5 kcal/mol.

```
! RIJCOSX wB97M-V def2-TZVPD def2/J DEFGRID3
* xyz 1 1
C -3.44 -1.78 -0.16
C -2.41 -1.29 0.85
N -1.53 -0.17 0.40
C -2.02 1.18 0.76
C -3.28 1.61 0.04
C -1.05 -0.30 -0.99
C 0.04 -1.39 -0.99
O 0.75 -1.32 0.24
C 2.07 -0.87 0.18
C 3.09 -1.80 0.29
C 4.41 -1.39 0.29
C 4.71 -0.05 0.17
C 3.69 0.89 0.06
C 2.36 0.49 0.06
O 1.29 1.35 -0.04
C 1.56 2.73 -0.18
H -2.98 -2.33 -0.98
H -4.11 -2.47 0.35
H -4.04 -0.97 -0.57
H -2.93 -0.96 1.76
H -1.77 -2.13 1.13
H -0.63 -0.32 0.91
H -2.19 1.20 1.84
H -1.21 1.88 0.54
H -3.17 1.54 -1.04
H -3.48 2.65 0.29
H -4.14 1.03 0.35
H -0.60 0.66 -1.27
H -1.86 -0.54 -1.68
H 0.70 -1.27 -1.85
H -0.42 -2.39 -1.04
H 2.83 -2.85 0.38
H 5.20 -2.12 0.38
H 5.73 0.29 0.17
H 3.95 1.93 -0.03
H 2.16 2.93 -1.07
H 2.08 3.12 0.70
H 0.60 3.22 -0.27
*
```


(2)
C24H22AsAuBN4S | the ωB97M-V functional and the def2-TZVPD basis

The strongest force on any atom comes out at 0.0155 hartree/bohr. The energy comes out at -3941.3946 Eh. The gap between HOMO and LUMO comes out at 6.818 eV. As for the HOMO energy: -3.95 eV.

```
! RIJCOSX wB97M-V def2-TZVPD def2/J DEFGRID3
* xyz -1 1
Au 2.27 0.09 -1.66
S 2.42 2.39 -1.93
C 1.26 3.14 -0.85
C 0.99 4.48 -1.15
C 0.14 5.24 -0.39
C -0.49 4.67 0.71
C -0.24 3.34 1.01
C 0.63 2.55 0.26
As 0.92 0.68 0.80
C -0.66 -0.10 -0.02
C -1.04 -1.40 0.31
C -2.24 -1.91 -0.13
C -3.09 -1.13 -0.90
C -2.70 0.14 -1.27
C -1.49 0.65 -0.84
C 0.13 0.74 2.64
C -1.22 0.60 2.96
C -1.63 0.61 4.28
C -0.70 0.74 5.30
C 0.64 0.85 5.00
C 1.05 0.85 3.67
H 1.48 4.90 -2.02
H -0.04 6.28 -0.64
H -1.16 5.25 1.33
H -0.75 2.90 1.86
H -0.37 -2.01 0.91
H -2.53 -2.92 0.13
H -4.05 -1.52 -1.22
H -3.35 0.76 -1.89
H -1.18 1.64 -1.15
H -1.95 0.48 2.17
H -2.68 0.51 4.52
H -1.03 0.76 6.33
H 1.38 0.93 5.79
H 2.11 0.93 3.42
B 0.76 -3.35 -2.22
N 1.80 -3.01 -1.12
C 2.20 -3.95 -0.26
C 3.32 -3.51 0.42
C 3.54 -2.24 -0.10
N 2.62 -1.97 -1.03
N 0.05 -2.15 -2.85
C -1.12 -2.23 -3.50
C -1.38 -1.01 -4.09
C -0.29 -0.23 -3.75
N 0.56 -0.93 -3.00
H 1.36 -3.95 -3.08
H -0.09 -4.04 -1.71
H 1.67 -4.88 -0.18
H 3.89 -4.03 1.16
H 4.30 -1.52 0.14
H -1.68 -3.15 -3.50
H -2.23 -0.74 -4.69
H -0.07 0.79 -3.98
*
```


(3)
C20H39O3OsP3 | the ωB97M-V functional and the def2-TZVPD basis

The strongest force on any atom comes out at 0.1462 hartree/bohr. The energy comes out at -2124.0222 Eh. The gap between HOMO and LUMO (alpha / beta) comes out at 6.781 / 4.911 eV. As for the HOMO energy (alpha / beta): -21.41 / -21.31 eV. The energy above the lowest of the compared OMol25 structures with the same formula, charge and spin is 153.0 kcal/mol.

```
! RIJCOSX wB97M-V def2-TZVPD def2/J DEFGRID3
* xyz 4 5
P 2.60 -0.69 0.01
C 3.46 -0.97 1.69
H 4.54 -1.00 1.57
H 3.16 -1.92 2.12
H 3.23 -0.18 2.40
C 3.40 -2.25 -0.72
H 3.42 -2.23 -1.81
H 2.85 -3.13 -0.40
H 4.44 -2.35 -0.39
C 3.87 0.64 -0.50
H 4.88 0.24 -0.48
H 3.83 1.48 0.20
H 3.68 1.04 -1.49
P -0.71 2.55 -0.46
C -0.80 3.75 1.02
H -1.32 4.67 0.75
H 0.19 4.03 1.36
H -1.34 3.31 1.86
C 0.21 3.85 -1.51
H 0.13 3.65 -2.57
H 1.26 3.87 -1.23
H -0.20 4.84 -1.34
C -2.51 2.89 -0.95
H -2.67 3.96 -1.13
H -3.18 2.59 -0.15
H -2.81 2.36 -1.85
P -1.89 -1.91 0.01
C -2.80 -2.29 1.64
H -3.36 -3.22 1.57
H -3.51 -1.50 1.88
H -2.11 -2.39 2.47
C -3.52 -1.95 -0.97
H -4.18 -2.74 -0.60
H -3.36 -2.14 -2.03
H -4.04 -1.00 -0.86
C -1.32 -3.72 -0.17
H -2.18 -4.39 -0.18
H -0.69 -4.00 0.68
H -0.75 -3.89 -1.08
Os 0.00 0.00 0.00
C 1.12 1.32 1.33
O 1.70 1.98 2.04
C -1.63 0.58 1.33
O -2.45 0.90 2.05
C -1.25 -0.32 -3.35
C -0.59 -1.50 -3.32
C 0.73 -1.57 -3.14
C 1.42 -0.43 -3.38
C 0.83 0.77 -3.40
C -0.51 0.77 -3.57
H -2.32 -0.27 -3.49
H -1.14 -2.42 -3.44
H 1.22 -2.53 -3.12
H 2.49 -0.48 -3.55
H 1.43 1.65 -3.58
H -1.00 1.67 -3.90
C 0.46 -1.26 3.96
C 0.00 0.00 3.27
C -0.38 1.20 4.13
O 0.00 0.00 2.00
H 0.43 -1.16 5.07
H 1.50 -1.48 3.67
H -0.19 -2.11 3.68
H 0.24 2.08 3.91
H -1.44 1.49 4.02
H -0.25 0.98 5.21
*
```